# C5H8N

An isolated ion of composition C5H8N and charge +1 at a distorted geometry (ωB97M-V/def2-TZVPD, OMol25).

Positions of all 14 atoms, in Å:
H: -2.9844 0.4171 -0.2217
N: 1.1207 -0.1378 0.0565
H: 2.0450 1.4519 0.8599
C: -0.0953 -1.0330 -0.0012
H: 2.1662 -2.1046 -0.2731
H: 1.2344 1.8616 -0.6872
H: -1.4417 1.2418 0.0143
H: -2.0335 -1.8413 -0.1423
C: 1.2990 -1.3592 -0.1253
H: 2.7116 0.9449 -0.7882
C: 1.7881 1.0587 -0.1136
C: -1.3974 -0.9867 -0.1109
H: -2.3414 0.2014 1.2831
C: -2.0712 0.2851 0.2496

Computed properties:
Frontier orbital gap, eV: 9.2
Energy above the lowest of the compared OMol25 structures with the same formula, charge and spin, kcal/mol: 102.72
Charge: +1
Spin multiplicity: 1
SMILES string: C/C=C1C=[N+]/1C

Quick look at the Mulliken charges, all values in e:
1 H 0.37
2 N 0.06
3 H 0.34
4 C 0.05
5 H 0.37
6 H 0.30
7 H 0.25
8 H 0.37
9 C 0.04
10 H 0.32
11 C -0.69
12 C -0.09
13 H 0.30
14 C -0.98



# C22H30ClN3O3S

One molecule with the formula C22H30ClN3O3S at a distorted geometry (ωB97M-V/def2-TZVPD, OMol25).

Positions of all 60 atoms, in Å:
H: -1.5962 0.5479 0.3711
H: -3.3969 -4.6166 -0.5047
C: -3.2141 -5.7269 -4.1963
C: 0.3594 1.9817 3.7153
H: 1.2372 -2.1367 -1.8432
C: -2.1432 -2.8508 -2.0915
H: -0.9839 0.7008 -3.3873
H: 2.2498 2.1742 2.7005
N: -1.5335 -2.0088 -2.8770
H: 0.7535 1.7031 -0.1560
H: 1.4318 3.6186 4.6116
C: 1.8951 -1.3117 -2.1053
S: 1.1119 -0.4087 -3.5264
H: 0.2421 0.9501 5.6110
H: 0.4806 3.4201 -0.4845
H: 2.6421 3.2646 -1.2565
H: 3.0142 3.6122 0.4308
O: 1.9352 0.8004 -3.7031
H: -0.2297 3.4541 5.1883
Cl: -4.5202 -8.0389 -3.7262
C: -3.9013 -6.1386 -1.9177
C: -1.1493 -0.9690 -2.0765
H: -0.6758 1.7545 3.4412
C: 0.8540 0.9395 4.7119
H: 4.4170 1.7848 -0.2997
H: -0.3541 -0.6201 0.8370
C: -0.0459 4.4038 3.2566
C: 2.5592 2.8803 -0.2374
C: -2.6637 -4.5222 -3.8113
H: 2.8314 -1.7022 -2.5048
H: 0.0427 5.4205 3.6441
H: 1.8843 1.1439 4.9966
H: 0.4345 4.9533 1.2233
C: -2.7264 -4.1144 -2.4779
C: -3.8310 -6.5302 -3.2466
H: -3.1691 -6.0482 -5.2249
H: -2.1793 -3.8779 -4.5271
C: 1.1997 1.9525 2.4363
C: -1.5499 -1.2341 -0.7913
H: 1.1585 0.9573 1.9901
H: -0.1000 0.8806 -1.8505
H: 3.2153 1.0925 0.8148
H: -4.3842 -6.7751 -1.1930
C: -0.4055 0.1800 -2.6233
C: 0.7946 4.2616 1.9892
N: 0.6673 2.9100 1.4883
H: 0.8112 -0.0554 4.2750
H: 3.0266 0.9032 -2.1353
C: -3.3493 -4.9324 -1.5354
C: 1.0649 2.7147 0.1151
H: -1.0916 4.2203 3.0050
N: 2.9474 0.6182 -1.1619
H: -2.0497 -0.9359 1.2366
O: 1.7706 -0.7451 0.2183
C: -1.3832 -0.5121 0.4908
C: 2.1786 -0.4473 -0.8910
H: 1.8427 4.5254 2.2243
C: 0.4075 3.3917 4.3038
C: 3.3522 1.5728 -0.1546
O: -2.1855 -2.4299 -0.8086

Computed properties:
Frontier orbital gap, eV: 8.5
Energy above the lowest of the compared OMol25 structures with the same formula, charge and spin, kcal/mol: 3.15
Charge: 0
Spin multiplicity: 1

Quick look at the Mulliken charges, all values in e:
1 H 0.35
2 H 0.45
3 C -0.68
4 C 0.81
5 H 0.43
6 C 0.52
7 H 0.60
8 H 0.14
9 N -0.57
10 H -0.77
11 H 0.30
12 C -1.00
13 S 0.41
14 H 0.44
15 H 0.54
16 H 0.50
17 H 0.30
18 O -0.68
19 H 0.35
20 Cl -0.21
21 C -0.68
22 C 0.29
23 H 0.23
24 C -1.77
25 H 0.35
26 H 0.11
27 C -0.80
28 C -0.60
29 C -0.33
30 H 0.57
31 H 0.41
32 H 0.35
33 H 0.45
34 C -0.01
35 C 0.41
36 H 0.42
37 H 0.47
38 C -0.89
39 C 1.01
40 H 0.37
41 H -0.28
42 H 0.39
43 H 0.41
44 C -0.49
45 C -0.70
46 N 0.43
47 H 0.40
48 H 0.30
49 C -0.34
50 C -0.03
51 H 0.33
52 N 0.04
53 H 0.42
54 O -0.65
55 C -1.28
56 C 0.35
57 H 0.32
58 C -0.95
59 C -0.82
60 O -0.40



# C4H13N3O3S

C4H13N3O3S as an isolated structure at a distorted geometry (ωB97M-V/def2-TZVPD, OMol25).

Positions of all 24 atoms, in Å:
O: -1.0163 -1.0423 -2.0933
H: 0.6575 0.1698 -2.1927
N: -0.2892 0.3532 -0.3362
H: 1.2282 -1.8410 0.1999
S: -1.5992 -0.0325 0.3111
H: -1.0457 1.4359 -3.4833
O: -2.9752 0.2053 -0.0982
H: 0.8499 1.6763 1.9851
C: 1.7717 -1.4697 1.0580
H: -0.4719 0.4458 1.9790
N: 1.1150 0.7051 2.0352
H: -0.9355 -2.0862 -0.0883
H: -2.5978 -2.0570 0.3702
H: 2.4480 0.5601 0.4348
N: -1.5588 -1.7084 0.5643
H: -1.9814 -1.0175 -2.0351
H: 1.2062 -1.8714 1.7759
C: 1.7550 0.0724 1.1224
C: -0.3817 0.1955 -1.7851
C: -0.9746 1.4964 -2.4585
H: -1.9559 1.5136 -2.0105
H: -0.3894 2.3202 -2.1907
O: -1.5049 0.4619 1.7564
H: 2.7854 -1.6605 1.0717

Computed properties:
Frontier orbital gap, eV: 10.4
Energy above the lowest of the compared OMol25 structures with the same formula, charge and spin, kcal/mol: 0.00
Charge: 0
Spin multiplicity: 1

Quick look at the Mulliken charges, all values in e:
1 O -0.62
2 H 0.33
3 N -0.34
4 H 0.22
5 S 1.04
6 H 0.43
7 O -0.71
8 H 0.27
9 C -1.25
10 H 0.49
11 N -0.80
12 H 0.32
13 H 0.32
14 H 0.36
15 N -0.63
16 H 0.42
17 H 0.45
18 C 0.44
19 C 0.05
20 C -1.32
21 H 0.32
22 H 0.36
23 O -0.57
24 H 0.43



# C13H40N3PdSi4Te

C13H40N3PdSi4Te as an isolated structure at a distorted geometry (ωB97M-V/def2-TZVPD, OMol25).

Positions of all 62 atoms, in Å:
H: 0.1262 -4.7063 2.5636
H: 4.0892 -3.8385 -1.7599
C: 0.1908 5.8373 0.6511
Te: -0.1644 0.7766 -1.0432
H: -1.9875 -2.1712 -4.5620
H: -1.7039 -4.9146 -3.0763
C: -1.7650 -2.0196 2.3091
H: 1.0815 -1.9952 3.8424
H: -3.3783 2.9670 0.8585
H: 3.8202 -1.1408 -3.4479
H: 1.3039 -0.5887 2.8179
H: 1.8233 3.3795 2.2490
H: -3.2254 -1.3136 -1.1458
H: -3.2242 -2.9682 -0.5529
H: 0.2617 5.0840 2.6914
C: 0.2185 -4.2798 1.5713
C: -0.9775 -4.4683 -2.4039
H: -2.5312 -2.5425 1.7465
Pd: -0.4996 2.6328 0.5786
H: 4.7445 -0.8839 -0.5465
H: 2.2234 -1.7103 -3.8698
H: -1.8483 -2.3483 3.3416
H: 3.7422 -1.3656 0.8022
H: 2.4198 -4.2957 -2.0278
H: 3.0339 -4.1427 -0.3987
C: 0.9265 5.1805 1.8283
H: 0.8981 5.9203 -0.1807
C: -1.2559 -1.7458 -3.8797
C: 1.2825 -1.6743 2.8240
Si: 2.5875 -1.8717 -1.3837
H: -0.2806 -1.8587 -4.3438
H: 1.7665 5.8293 2.1118
H: 2.2791 -2.0239 2.5756
H: -2.0028 -0.9601 2.2770
Si: 0.2982 -1.6771 -0.6560
H: -1.8133 4.5380 2.7803
Si: -0.0211 -2.3967 1.6325
H: -1.4594 -0.6819 -3.7926
C: -2.2401 5.3922 0.8254
H: -1.0472 5.1587 -0.8058
C: -3.0696 -2.3508 -1.4326
H: 2.4250 -0.1110 -3.1767
H: 2.0686 3.9065 0.7014
C: 3.0759 -3.7109 -1.3928
H: -2.2454 6.4353 1.1694
N: -2.6361 3.0739 1.5527
H: 1.1947 -4.5518 1.1889
H: -1.0246 -5.0062 -1.4630
H: 3.3876 0.1200 -0.0608
N: -0.9598 5.0544 0.2019
H: -3.0309 5.2816 0.0767
H: -0.5148 -4.7645 0.9393
C: 2.7800 -1.1372 -3.1349
N: 1.3813 3.8377 1.4534
H: -3.5396 4.7978 2.4305
Si: -1.3271 -2.6109 -2.1781
H: -3.8428 -2.6151 -2.1496
C: -2.5814 4.4684 2.0038
H: -2.8487 2.4621 2.3392
H: 0.0069 -4.6373 -2.8267
C: 3.7209 -0.9076 -0.1817
H: -0.1119 6.8536 0.9384

Computed properties:
Frontier orbital gap (spin up / spin down), eV: 8.3 / 6.1
Charge: +1
Spin multiplicity: 3

Quick look at the Mulliken charges, all values in e:
1 H 0.40
2 H 0.41
3 C -0.84
4 Te 0.05
5 H 0.38
6 H 0.40
7 C -0.92
8 H 0.38
9 H 0.21
10 H 0.37
11 H 0.25
12 H 0.20
13 H 0.30
14 H 0.27
15 H 0.28
16 C -1.06
17 C -1.04
18 H 0.30
19 Pd 0.09
20 H 0.39
21 H 0.28
22 H 0.39
23 H 0.29
24 H 0.26
25 H 0.31
26 C -0.39
27 H 0.46
28 C -1.01
29 C -1.02
30 Si 0.32
31 H 0.27
32 H 0.39
33 H 0.29
34 H 0.15
35 Si -0.14
36 H 0.26
37 Si 0.44
38 H 0.31
39 C -0.82
40 H 0.19
41 C -1.00
42 H 0.31
43 H 0.21
44 C -1.04
45 H 0.28
46 N -0.45
47 H 0.25
48 H 0.28
49 H 0.23
50 N 0.00
51 H 0.46
52 H 0.27
53 C -1.00
54 N -0.43
55 H 0.40
56 Si 0.32
57 H 0.38
58 C -0.33
59 H 0.19
60 H 0.29
61 C -0.97
62 H 0.28



# C7H16

One molecule with the formula C7H16 (ωB97M-V/def2-TZVPD, OMol25).

Positions of all 23 atoms, in Å:
H: 1.5800 0.9913 0.9144
H: -0.2682 -0.2007 -1.5996
H: 1.7460 0.8844 -1.5732
H: -0.0829 1.9823 0.0833
C: 0.2360 -0.6395 0.4181
H: 3.3149 0.5515 -0.8420
H: -0.5497 0.3624 2.1938
H: 2.2824 -0.6052 1.0648
H: -2.7163 -0.3027 -1.4444
H: -1.9970 -1.7767 -0.7705
H: -0.9040 1.9914 -1.4727
C: -0.7235 -0.0093 -0.6191
C: -0.8926 1.5153 -0.4853
C: -2.0935 -0.6935 -0.6313
H: -2.6412 -0.5193 0.3033
H: 2.3446 -0.7817 -1.4860
H: -1.2558 -1.2378 1.9091
H: -1.8337 1.7739 0.0129
C: 2.2925 0.1717 -0.9451
H: 0.3695 -1.6891 0.1089
H: 0.3914 -1.1009 2.5327
C: 1.6338 0.0081 0.4249
C: -0.3316 -0.6541 1.8401

Computed properties:
Frontier orbital gap, eV: 11.9
Energy above the lowest of the compared OMol25 structures with the same formula, charge and spin, kcal/mol: 2.26
Charge: 0
Spin multiplicity: 1
SMILES string: CC[C@@H](C)C(C)C

Quick look at the Mulliken charges, all values in e:
1 H 0.31
2 H 0.36
3 H 0.27
4 H 0.34
5 C 0.45
6 H 0.40
7 H 0.29
8 H 0.42
9 H 0.43
10 H 0.38
11 H 0.31
12 C 0.68
13 C -1.48
14 C -1.79
15 H 0.38
16 H 0.30
17 H 0.39
18 H 0.41
19 C -1.29
20 H 0.35
21 H 0.44
22 C -0.71
23 C -1.62



# C3H6FN3

One molecule with the formula C3H6FN3 at a distorted geometry (ωB97M-V/def2-TZVPD, OMol25).

Positions of all 13 atoms, in Å:
H: 1.8434 -0.7346 -1.3808
N: -0.1694 -0.3238 0.2871
H: -2.7432 0.8691 1.7868
H: 1.3494 -1.5674 0.6401
C: -1.1192 0.1482 1.2842
C: -0.1115 0.2847 -1.0537
H: 1.8878 0.1443 0.5725
N: -2.0364 0.9504 0.9494
F: 1.0997 0.5786 -2.9388
C: 0.9984 0.0045 -1.7083
N: 1.1259 -0.5452 0.8120
H: -1.0427 0.6110 -1.5477
H: -1.0822 -0.4198 2.2972

Computed properties:
Frontier orbital gap, eV: 9.5
Energy above the lowest of the compared OMol25 structures with the same formula, charge and spin, kcal/mol: 63.15
Charge: 0
Spin multiplicity: 1
SMILES string: [H]/N=C/N(N)/C=C/F

Quick look at the Mulliken charges, all values in e:
1 H 0.31
2 N 0.26
3 H 0.26
4 H 0.27
5 C 0.01
6 C -0.37
7 H 0.29
8 N -0.58
9 F -0.26
10 C -0.02
11 N -0.79
12 H 0.33
13 H 0.30



# C2H4N4O2

C2H4N4O2 as an isolated structure at a distorted geometry (ωB97M-V/def2-TZVPD, OMol25).

Positions of all 12 atoms, in Å:
H: -3.3187 -0.1794 -0.6258
C: 1.7732 -0.1264 0.0262
H: -0.1287 2.3130 -0.3917
N: 1.8437 1.1431 -0.0852
N: -2.1967 -0.7847 -0.2870
O: 2.8288 -0.9396 -0.2963
O: 0.5195 -0.6763 0.1902
N: 0.5052 1.5153 0.0581
N: -1.4308 0.3809 -0.0778
H: 2.3216 -1.8327 0.3742
H: -2.4793 -1.2390 1.0589
C: -0.2380 0.4258 0.0563

Computed properties:
Frontier orbital gap, eV: 8.2
Energy above the lowest of the compared OMol25 structures with the same formula, charge and spin, kcal/mol: 147.35
Charge: 0
Spin multiplicity: 1

Quick look at the Mulliken charges, all values in e:
1 H 0.29
2 C 0.57
3 H 0.33
4 N -0.54
5 N -0.64
6 O -0.48
7 O -0.32
8 N -0.04
9 N -0.22
10 H 0.44
11 H 0.23
12 C 0.38



# C6H10O

One molecule with the formula C6H10O (ωB97M-V/def2-TZVPD, OMol25).

Positions of all 17 atoms, in Å:
H: -0.3652 2.0813 -0.3331
H: 0.9211 1.2375 1.9957
H: 2.6866 0.0803 0.5665
C: -1.5657 -1.1176 -0.4869
O: -0.5419 -0.2194 1.5614
H: 1.7038 1.1669 -1.3771
H: 1.5297 -1.2720 0.4791
C: -0.0850 1.0477 -0.1193
H: -1.8061 -0.8480 -1.5211
H: -0.7194 -1.8122 -0.4926
C: 0.5835 0.5815 1.1879
C: 1.6452 -0.1899 0.3685
C: -1.2304 0.1141 0.3327
C: 1.0510 0.4070 -0.9370
H: -2.1443 0.6789 0.5627
H: 0.7629 -0.2935 -1.7276
H: -2.4259 -1.6428 -0.0599

Computed properties:
Frontier orbital gap, eV: 10.5
Energy above the lowest of the compared OMol25 structures with the same formula, charge and spin, kcal/mol: 31.21
Charge: 0
Spin multiplicity: 1
SMILES string: C[C@H]1O[C@H]2CC[C@H]21

Quick look at the Mulliken charges, all values in e:
1 H 0.41
2 H 0.39
3 H 0.30
4 C -1.38
5 O -0.49
6 H 0.28
7 H 0.27
8 C -0.18
9 H 0.31
10 H 0.29
11 C 0.12
12 C -0.84
13 C 0.18
14 C -0.66
15 H 0.35
16 H 0.29
17 H 0.38



What did the fifth record say?
# C7H16

One molecule with the formula C7H16 (ωB97M-V/def2-TZVPD, OMol25).

Positions of all 23 atoms, in Å:
H: 1.5800 0.9913 0.9144
H: -0.2682 -0.2007 -1.5996
H: 1.7460 0.8844 -1.5732
H: -0.0829 1.9823 0.0833
C: 0.2360 -0.6395 0.4181
H: 3.3149 0.5515 -0.8420
H: -0.5497 0.3624 2.1938
H: 2.2824 -0.6052 1.0648
H: -2.7163 -0.3027 -1.4444
H: -1.9970 -1.7767 -0.7705
H: -0.9040 1.9914 -1.4727
C: -0.7235 -0.0093 -0.6191
C: -0.8926 1.5153 -0.4853
C: -2.0935 -0.6935 -0.6313
H: -2.6412 -0.5193 0.3033
H: 2.3446 -0.7817 -1.4860
H: -1.2558 -1.2378 1.9091
H: -1.8337 1.7739 0.0129
C: 2.2925 0.1717 -0.9451
H: 0.3695 -1.6891 0.1089
H: 0.3914 -1.1009 2.5327
C: 1.6338 0.0081 0.4249
C: -0.3316 -0.6541 1.8401

Computed properties:
Frontier orbital gap, eV: 11.9
Energy above the lowest of the compared OMol25 structures with the same formula, charge and spin, kcal/mol: 2.26
Charge: 0
Spin multiplicity: 1
SMILES string: CC[C@@H](C)C(C)C

Quick look at the Mulliken charges, all values in e:
1 H 0.31
2 H 0.36
3 H 0.27
4 H 0.34
5 C 0.45
6 H 0.40
7 H 0.29
8 H 0.42
9 H 0.43
10 H 0.38
11 H 0.31
12 C 0.68
13 C -1.48
14 C -1.79
15 H 0.38
16 H 0.30
17 H 0.39
18 H 0.41
19 C -1.29
20 H 0.35
21 H 0.44
22 C -0.71
23 C -1.62